{
  "formula": "C9H11O",
  "method": "ωB97M-V/def2-TZVPD",
  "energy_ev": -11550.1313,
  "e_above_lowest_kj_mol": 55.2,
  "molar_mass_g_mol": 135.2,
  "orbital_gap_ev": 8.27,
  "total_charge": 1,
  "elements": ["C", "H", "C", "H", "C", "H", "C", "H", "C", "H", "O", "H", "H", "H", "H", "C", "H", "C", "C", "H", "C"],
  "positions_angstrom": [[-0.507435, 0.824517, 2.651967], [-0.980514, -2.348662, -0.638583], [1.179377, -1.025699, -2.970017], [-0.634724, 0.411184, 3.734797], [-0.827914, 2.540323, 0.991355], [-1.109909, 3.507867, 0.507782], [-0.197447, 0.274198, 0.297112], [1.496413, -0.174977, -3.623461], [-0.785239, 2.163661, 2.353678], [2.043255, -1.575652, -2.611405], [0.577661, -0.301275, -1.899825], [-0.258779, 2.187824, -0.987820], [0.250399, -2.421404, 0.714504], [0.114463, -1.118661, 2.015334], [-0.962154, 2.849579, 3.244171], [-0.465418, 1.693299, -0.028429], [0.657268, -2.732246, -1.068321], [-0.232596, -0.093328, 1.678709], [0.060784, -2.198302, -0.360199], [0.427866, -1.732784, -3.389748], [0.154643, -0.729461, -0.611604]],
  "forces_ev_per_a": [[-0.806, -0.304, 2.536], [-0.377, -0.572, 0.285], [-0.396, -0.260, -0.307], [0.632, 1.138, -2.028], [-0.073, 1.077, -0.841], [0.305, -0.337, 1.681], [-0.096, 1.963, 0.608], [-0.359, -1.242, 0.141], [-0.496, 0.189, 0.574], [0.175, -0.057, -0.027], [-1.975, 0.323, 5.073], [-0.503, -0.988, 0.120], [-0.262, -0.238, -1.174], [-0.848, 1.427, -0.540], [0.076, -0.705, -1.658], [0.974, -2.038, 0.603], [0.522, -0.500, -0.088], [0.695, -1.318, -0.668], [-0.026, 1.522, 0.563], [0.665, 0.680, -0.145], [2.175, 0.241, -4.707]]
}